Entry 1:
DFT (ωB97M-V/def2-TZVPD) results for a cluster of 7 separate species, C42H102O25P4 in total at a distorted geometry.

Structure (XYZ):
```
173
Properties=species:S:1:pos:R:3:forces:R:3:lowdin_charge:R:1
P -0.65134 -8.46059 0.53884 -1.2 -0.6 -0.1 0.550
P -9.04547 7.43017 1.35605 0.9 0.4 1.2 0.554
P 6.28634 -1.97270 4.09874 3.1 1.1 0.7 0.416
P 1.23982 5.06116 -3.14190 0.2 1.2 -2.6 0.570
O -0.28987 -7.82106 -0.92527 -0.5 -1.2 1.1 -0.192
O 7.55508 -1.85249 5.14576 -1.4 0.7 -0.9 -0.193
O 0.29048 0.64214 0.27540 -0.5 1.3 1.0 -0.156
O 6.98813 -1.31097 2.79766 -1.5 -3.5 1.2 -0.162
O 5.26465 -0.89507 4.58022 -0.5 0.8 0.3 -0.189
O -4.83211 -2.14851 -0.27783 0.8 3.2 -0.3 -0.174
O -2.12236 -8.46084 0.86677 2.4 -0.1 -0.5 -0.265
O 0.68014 -2.00936 1.48989 -1.0 -1.8 1.1 -0.214
O 0.02612 4.14126 -3.77365 1.9 2.6 0.3 -0.166
O -6.78849 -1.26781 -3.09706 -1.6 0.0 -0.1 -0.175
O 5.80994 -3.32648 3.96497 -0.6 -1.0 -0.6 -0.206
O -8.09988 6.23833 0.82364 -0.6 2.1 -1.4 -0.205
O -8.10087 7.83871 2.62978 -1.3 0.3 -1.0 -0.239
O -4.20059 0.37675 -2.40625 -1.0 0.5 3.1 -0.168
O 0.05616 -9.95712 0.45530 -1.5 4.9 -1.5 -0.238
O -8.78674 8.74340 0.38421 -3.4 -4.3 2.2 -0.175
O 2.60526 4.59814 -3.96654 -2.7 -0.3 1.3 -0.215
O 9.52646 -5.34256 -0.27683 1.2 0.7 0.3 -0.220
O 4.10653 -2.15755 -2.66366 0.2 -3.6 1.4 -0.178
O 0.90966 6.59907 -3.78559 1.9 -4.1 1.8 -0.232
O 1.37656 5.01995 -1.69596 0.0 -0.1 0.4 -0.225
O 0.23569 -7.61104 1.60072 0.1 -3.6 -1.4 -0.178
O -2.26527 3.27965 0.01062 0.0 0.3 -1.3 -0.185
O -10.42990 6.98142 1.70846 2.0 1.2 -1.0 -0.244
O 6.86658 -3.08158 -1.68528 0.6 0.5 0.0 -0.166
C -7.54454 9.30479 0.26570 0.9 2.2 0.1 -0.358
C 8.06119 -3.29861 -0.89289 -0.7 -1.3 -1.7 -0.117
C -4.46385 -0.67521 -3.28995 0.6 -0.2 -1.4 -0.224
C -0.70239 -1.98218 1.20890 0.2 1.4 -1.0 -0.102
C -1.17287 2.10377 -3.85430 -1.4 -1.1 -0.5 -0.073
C -4.84072 0.30811 -1.04278 0.7 -2.8 -1.7 -0.079
C 1.60722 -1.28249 0.73075 -1.0 1.0 2.4 -0.172
C -3.48995 3.36701 -0.81122 1.1 -0.5 1.6 -0.062
C -7.64870 3.98605 0.66382 -0.6 -0.2 -0.2 -0.068
C -8.57411 7.50987 3.95065 -0.9 0.4 -0.9 -0.264
C 4.39975 -3.23076 -1.70345 0.0 1.0 0.5 -0.156
C 5.72626 -3.11007 -0.90687 -1.6 -1.0 0.1 -0.225
C 3.05047 -0.04162 4.92964 0.1 0.2 0.7 -0.061
C 4.80319 -2.45652 -3.87407 0.8 3.5 -0.7 -0.123
C -2.09158 -6.40055 -1.53479 -1.3 0.2 0.3 -0.113
C 10.75318 -4.67917 -0.78758 -1.6 -1.6 1.0 -0.055
C -8.16493 -0.95064 -3.34125 -0.4 0.2 0.9 -0.091
C 0.16452 2.75872 -3.71211 -0.4 -2.3 0.1 -0.314
C -0.21789 1.95731 0.58891 -0.4 0.3 -0.5 -0.150
C 1.35451 -11.64921 1.03117 -0.8 -1.1 3.0 -0.062
C 8.28961 -4.89386 -0.78431 1.0 0.9 -0.9 -0.179
C -0.14029 8.62872 -3.86063 -0.3 1.1 1.0 -0.082
C -0.37115 7.14743 -3.73568 -0.7 0.9 -1.9 -0.312
C -1.71546 1.96390 0.22098 -0.5 0.4 0.8 -0.184
C 3.88976 5.20187 -3.80862 0.0 0.9 -1.1 -0.255
C 4.03005 -0.56102 3.88394 -0.4 -0.4 0.6 -0.217
C 0.14184 -10.83253 1.55421 0.8 -0.1 -1.8 -0.252
C -3.91711 -3.14555 0.00834 -1.7 -2.6 -0.6 -0.150
C 3.72397 6.64423 -4.34738 1.9 -1.2 0.5 -0.073
C 1.26500 -5.49481 2.05111 -1.2 -1.1 1.0 -0.044
C -7.20243 9.22209 -1.17941 1.6 0.1 0.5 -0.066
C 9.00134 -2.93733 6.69682 0.4 -1.6 -1.0 -0.084
C -8.27729 8.74755 4.81226 0.4 -1.9 0.4 -0.051
C -4.24630 -0.83755 -0.12154 -0.9 1.3 -0.6 -0.158
C 6.49064 0.56327 1.28596 0.3 1.2 1.2 -0.048
C 7.58536 -2.52811 6.41943 0.0 0.5 0.2 -0.276
C -0.02867 -6.34622 2.03339 0.1 3.2 -0.3 -0.321
C -1.39503 -7.66770 -1.88073 0.0 0.2 0.3 -0.259
C 7.13379 0.01408 2.60946 0.7 3.1 -2.0 -0.323
C 1.42045 0.26205 1.03138 1.5 -2.6 -2.6 -0.170
C -7.88697 5.11571 1.64081 0.5 -1.1 -0.5 -0.297
C -5.84186 -0.75530 -3.97370 2.0 0.4 0.9 -0.217
H -1.57283 2.15659 -4.86689 -0.1 0.9 -0.1 0.081
H 2.24031 -11.03617 0.86491 -0.4 0.0 -0.4 0.084
H 1.56329 -12.28043 1.89491 0.7 -0.4 0.1 0.064
H -4.75649 1.28457 -0.56576 0.0 -0.4 -0.3 0.079
H -3.53177 -3.26086 1.02141 0.1 0.7 0.2 0.085
H -4.11230 -1.67447 -3.03306 0.1 0.0 0.8 0.125
H 1.64809 -1.48979 -0.33858 -0.4 0.1 -0.2 0.126
H -8.42919 -0.05607 -2.77734 0.1 0.4 -0.2 0.080
H 1.78858 -5.85924 2.93494 0.5 0.3 -0.1 0.074
H -2.21394 1.60803 1.12262 -0.3 -0.6 0.0 0.117
H -8.74324 8.64449 5.79225 0.0 0.1 0.0 0.073
H -8.59855 9.68085 4.34982 0.1 -0.3 -0.1 0.083
H 5.11615 -1.41524 -3.95093 1.3 0.0 -1.2 0.086
H -2.13537 -8.46689 -1.84461 0.5 -0.4 0.2 0.117
H -7.20070 8.65941 4.95820 0.1 0.9 0.1 0.074
H 9.80634 -2.21909 6.85245 -0.6 0.4 -0.1 0.080
H -6.82740 8.21827 -1.37897 -0.5 0.0 -0.6 0.082
H -1.07816 -0.97228 1.37327 -0.1 0.2 -0.2 0.072
H -3.41555 2.63620 -1.61652 -0.4 0.2 -0.1 0.055
H -1.07146 6.80356 -2.97449 0.5 0.0 0.4 0.126
H 1.47684 0.52206 2.08841 -0.5 0.0 0.0 0.119
H -3.80467 -0.28410 -4.06494 0.1 -0.8 -0.8 0.120
H -6.95801 5.20808 2.20347 -0.4 0.5 0.7 0.125
H -0.14548 2.18968 1.65138 0.2 -0.3 0.2 0.121
H -8.07480 9.57640 -1.72854 0.3 -0.4 -0.3 0.091
H 2.99145 -0.63405 5.84268 0.5 -0.4 -0.2 0.080
H 6.80149 0.66034 3.42188 -0.3 -0.3 0.2 0.119
H -6.73381 4.10888 0.08418 0.0 0.2 0.1 0.066
H -0.77186 6.89908 -4.71846 -0.8 -0.4 0.1 0.116
H -3.71388 4.37717 -1.15405 1.0 0.1 -0.2 0.087
H 8.75477 -2.90590 -1.63642 0.8 -0.1 0.7 0.112
H -3.16768 -3.38624 -0.74566 0.4 0.8 -0.1 0.082
H 1.88460 -5.63028 1.16462 -0.2 0.4 0.0 0.080
H 0.31742 2.75774 0.07817 0.2 -0.1 -0.4 0.119
H -1.95305 2.35472 -3.13568 0.2 0.5 0.0 0.058
H 8.33931 -5.25305 -1.81222 -0.8 0.4 -0.5 0.116
H 8.20541 0.20054 2.53911 0.2 0.1 -0.1 0.119
H 4.64728 6.93176 -4.85029 0.1 0.1 0.0 0.070
H 2.33542 0.50748 0.49221 0.4 1.6 0.2 0.114
H -8.55921 -0.83895 -4.35129 0.9 0.0 -0.5 0.085
H 10.62439 -4.25931 -1.78519 -0.1 0.5 0.3 0.080
H 3.67899 7.22766 -3.42776 -0.9 0.7 -0.6 0.080
H 0.73587 2.33774 -4.53942 0.6 0.5 0.0 0.123
H -7.60541 3.01294 1.15299 -0.2 0.0 0.0 0.081
H 9.18865 -3.50835 5.78745 0.9 -0.1 0.0 0.080
H 6.96287 -3.41329 6.28878 -0.1 0.0 0.6 0.114
H 0.41577 8.84146 -4.77366 -0.3 0.0 0.0 0.083
H 0.41129 9.09374 -3.04354 0.4 -0.5 0.2 0.076
H 4.23717 0.23111 3.16442 0.1 -0.2 -0.1 0.100
H -8.82741 -1.70119 -2.91007 0.5 -0.5 0.2 0.081
H -1.88057 1.24164 -0.57851 -0.1 0.3 -0.4 0.114
H 7.28178 -1.87666 7.23891 -0.8 0.2 -0.3 0.116
H 4.25224 -2.53729 -4.81111 -0.9 -0.9 0.5 0.078
H -2.74498 -6.56020 -0.67706 0.7 0.1 0.7 0.067
H -0.73862 -5.82825 1.38857 -0.3 -0.2 -0.3 0.105
H 7.53916 -5.49971 -0.27648 -0.2 0.6 0.2 0.120
H 1.07907 -12.37842 0.26926 0.0 0.7 -0.4 0.079
H 11.47333 -5.49078 -0.89153 0.1 0.1 0.2 0.079
H 0.25885 -10.20673 2.43895 0.3 -0.7 0.4 0.116
H -6.81555 9.00929 1.02025 0.1 -0.6 -0.4 0.123
H -8.50761 4.07325 -0.00158 0.1 -0.7 -0.3 0.085
H -0.79885 -2.22078 0.14972 -0.6 -0.1 -0.1 0.092
H 11.02070 -4.03387 0.04915 0.4 0.5 -0.7 0.089
H 2.92702 6.61505 -5.09042 -0.1 0.6 0.5 0.078
H -4.66243 -3.92649 -0.14238 0.7 -1.2 0.5 0.096
H -3.16273 -0.89833 -0.22303 0.1 0.1 0.0 0.104
H -5.85645 0.29997 -4.24627 -1.5 0.2 -0.5 0.130
H -6.35747 9.90169 -1.29029 0.0 0.1 -0.6 0.080
H 4.30849 5.20943 -2.80229 -0.5 -0.3 0.2 0.114
H -0.98457 -7.60118 -2.88829 0.4 -0.3 0.2 0.118
H 0.87796 -4.49718 2.25852 0.7 0.3 -0.3 0.060
H -0.80447 -11.37243 1.52097 0.2 -0.4 0.7 0.121
H -5.70587 -1.44156 -4.80955 -0.1 0.3 -0.5 0.128
H -8.80991 4.93908 2.19315 0.3 -0.2 0.5 0.122
H 8.02889 -2.67678 0.00175 0.1 -0.4 0.3 0.120
H 1.99974 0.02235 4.64685 0.2 0.2 -0.7 0.072
H 6.63276 0.05109 0.33433 0.0 -0.4 0.4 0.070
H 6.93853 1.55272 1.19396 0.6 0.1 -0.3 0.069
H -4.52557 -0.44857 0.85763 0.3 -0.3 0.5 0.119
H -1.14587 1.01458 -3.82192 0.8 -0.2 0.6 0.082
H 2.48552 -1.69707 1.22554 0.8 0.7 -0.5 0.112
H 3.67285 -1.45417 3.37128 -0.1 0.0 0.0 0.113
H -8.11335 6.53495 4.10981 0.5 0.4 1.2 0.110
H -0.45448 -6.26340 3.03335 -0.1 -0.7 0.1 0.123
H 3.39848 0.93585 5.26365 -0.2 0.1 -0.1 0.079
H -7.71708 10.35686 0.49259 0.1 0.3 0.1 0.122
H -1.36293 -2.58831 1.82890 0.9 -0.7 0.2 0.080
H 5.69538 -3.08259 -3.86276 -0.4 -0.2 0.6 0.086
H 0.60802 2.40719 -2.78054 0.2 0.3 0.2 0.118
H -1.36503 -5.60102 -1.38996 -0.4 0.2 -0.1 0.084
H -4.32689 3.19958 -0.13328 -0.2 -0.6 -0.1 0.061
H 5.80165 -4.03822 -0.34033 -0.6 -0.2 0.5 0.117
H -1.06775 9.19694 -3.78959 -0.3 -0.1 -0.7 0.076
H 9.06494 -3.67624 7.49561 -0.2 0.1 0.2 0.078
H 4.55009 4.59074 -4.42390 -0.1 0.0 -0.1 0.113
H -2.90194 -6.19824 -2.23513 0.5 0.5 -0.8 0.082
H 4.34916 -4.23732 -2.11862 -0.1 0.1 -0.6 0.122
H 3.61350 -3.18211 -0.95009 -0.1 0.0 0.1 0.103
H 5.47824 0.94499 1.41799 -0.5 -1.0 0.0 0.050
H -5.85846 -0.02608 -1.24436 -0.3 0.5 0.3 0.112
H -9.63088 7.25367 3.87532 -0.2 0.4 0.2 0.098
H 5.62573 -2.32019 -0.16249 0.4 0.6 -0.1 0.113
```
Forces are in eV/Å.

Properties
- E_LUMO: 0.017 Ha
- HOMO-LUMO gap: 9.68 eV
- Calculated total energy: -133548.5339 eV

Entry 2:
DFT (ωB97M-V/def2-TZVPD) results for a cluster of 8 separate species, C20H57N4O14 in total at a distorted geometry.

Structure (XYZ):
```
95
Properties=species:S:1:pos:R:3:forces:R:3:lowdin_charge:R:1
O 3.05250 -1.28172 -2.80708 1.2 0.1 -0.1 -0.053
O 0.88223 3.06918 -3.10763 -0.5 -0.6 0.0 -0.057
O 4.25507 2.15714 1.09079 1.0 0.0 -0.5 -0.083
O 1.29801 1.39641 1.18617 2.9 0.5 2.4 -0.002
O 2.78906 1.52109 3.65411 1.4 0.0 0.0 -0.070
O 1.10438 5.39760 -1.13364 1.0 0.2 0.2 -0.084
O -2.44134 -3.16237 1.15861 0.6 0.4 0.8 -0.200
O 0.58637 0.71128 -0.67059 -0.1 -0.5 -0.7 -0.031
O -0.75345 1.42671 0.80899 -2.9 0.4 1.0 -0.009
O -3.42710 1.56776 1.41212 -0.7 -1.3 -0.1 -0.088
O -2.69403 3.22206 4.62032 -0.8 0.8 0.3 -0.082
O 2.16128 -3.57476 1.53682 0.4 -0.2 0.5 -0.173
O 4.41476 1.07444 -3.62613 -0.9 0.3 -0.3 -0.073
O -3.23633 4.21252 -2.36813 -0.3 0.7 0.7 -0.226
N 0.77457 -2.01471 -1.48159 -0.2 -0.3 0.8 0.055
N -3.77058 -6.52197 1.50397 -0.1 -0.1 -0.1 0.006
N 0.36588 1.15092 0.47052 0.7 0.0 -2.4 -0.595
N -2.44941 0.75415 -1.63092 -0.1 -1.1 0.6 0.041
C 0.84316 -3.00378 -0.38545 -0.1 -1.3 -1.4 -0.373
C 4.15652 1.93315 3.44610 0.4 -0.9 0.4 -0.235
C -1.38320 -5.92951 1.78730 -0.9 1.2 1.0 -0.045
C 1.93157 3.31554 -2.20815 0.5 1.5 1.2 -0.232
C -2.89165 3.07909 -1.51946 -0.1 0.8 -1.5 -0.168
C 2.09164 -2.76580 0.38876 1.0 0.5 0.6 -0.226
C 4.89912 0.21819 -2.60248 0.4 -0.4 -1.2 -0.246
C -2.52143 -2.01870 0.34104 -1.2 -0.4 -1.0 -0.104
C 3.78475 -0.52572 -1.89179 0.4 1.8 -0.1 -0.287
C -2.90971 2.18620 3.67216 1.0 -0.2 0.6 -0.235
C -2.41319 1.94446 -2.45585 -0.1 -0.4 1.5 -0.421
C -3.07264 -4.32551 0.67173 1.1 0.3 1.5 -0.207
C 0.77584 -4.42744 -1.07109 -0.7 1.0 0.6 -0.029
C 4.83689 1.42919 2.16937 -1.8 0.0 -0.1 -0.234
C -2.88033 -5.39842 1.81740 0.7 -0.3 -2.1 -0.369
C -3.70747 5.34496 -1.57504 0.4 -2.4 0.0 -0.084
C 3.17137 -3.15441 2.44903 -0.3 -1.2 0.5 -0.106
C -3.31414 1.62036 -3.63799 1.1 1.4 0.2 -0.055
C 1.44697 4.01179 -0.90067 -1.4 -0.5 -1.5 -0.196
C -3.71395 2.49002 2.40997 0.8 0.9 0.1 -0.257
H -4.23520 1.14032 -3.30739 0.0 0.1 -0.2 0.083
H -2.03357 3.83552 4.29009 0.0 0.0 -0.2 0.079
H 3.37763 1.79462 0.94840 -0.4 -0.1 -0.2 0.034
H -2.12471 -1.06346 0.68490 0.6 -0.6 0.8 0.082
H 5.53866 0.86497 -2.00184 0.0 -0.6 0.8 0.115
H -4.37532 4.87917 -0.85040 -0.5 0.5 0.2 0.073
H -2.87474 5.71685 -0.97808 0.1 0.6 -0.2 0.076
H -0.16015 -2.04759 -1.86281 -0.1 -0.2 -0.4 0.078
H -0.21256 -4.51898 -1.52142 -0.3 0.0 0.0 0.057
H 2.30313 1.52789 2.82621 -0.3 0.1 -0.3 0.021
H -4.23993 6.06683 -2.19431 0.4 -0.1 0.0 0.081
H -3.54577 -6.80629 0.56125 0.3 -0.5 -0.2 0.056
H -3.71745 2.72846 -0.90043 -0.5 0.0 -0.3 0.110
H 2.56744 4.04421 -2.71096 0.7 -0.1 0.2 0.115
H -0.65267 -5.12101 1.81492 -0.2 0.4 -0.3 0.060
H 0.86424 -5.24565 -0.35637 0.3 0.1 0.0 0.061
H -3.29961 1.37291 4.28423 -0.3 -0.2 -0.4 0.121
H 0.33068 5.43056 -1.70100 -0.1 -0.1 0.1 0.062
H -1.38443 2.10857 -2.77652 0.0 0.5 -0.3 0.118
H 5.92671 1.44504 2.15690 0.0 0.8 0.1 0.113
H -3.44483 2.58152 -4.13519 -0.6 -0.3 -0.4 0.067
H 0.78017 -1.09977 -1.05385 0.1 0.6 0.1 0.034
H 2.89411 -2.30536 3.07380 -0.3 0.3 -0.2 0.087
H -4.79162 2.56941 2.55288 0.0 -0.1 0.1 0.120
H -4.09344 -4.11837 0.35054 -0.6 0.0 0.6 0.114
H 3.17843 0.25129 -1.42624 -0.5 -0.1 0.3 0.097
H 0.48354 3.92357 -3.28840 -0.1 0.0 -0.2 0.075
H 2.12528 3.86243 -0.06062 0.1 0.6 -0.2 0.113
H -2.60321 -4.69507 -0.23995 0.5 -0.2 -0.3 0.111
H -2.15138 3.41579 -0.79370 0.6 -0.2 0.0 0.107
H 4.17618 -2.99362 2.05838 -0.1 0.2 -0.8 0.082
H 5.45620 -0.56980 -3.10927 0.6 -0.1 0.2 0.110
H 4.23864 3.01823 3.50903 0.0 0.1 -0.1 0.112
H -2.67376 0.99391 -4.25894 -0.5 -0.3 -0.3 0.077
H -1.15856 -6.52669 0.90355 -0.3 -0.2 0.1 0.069
H -1.89555 1.91813 3.37600 -0.1 -0.6 -0.5 0.114
H -3.20441 -5.02303 2.78804 0.4 0.3 -0.1 0.134
H 5.14227 1.32476 -4.20029 0.0 -0.1 0.1 0.076
H 2.28178 -1.57760 -2.31714 -1.0 -0.6 -0.1 0.003
H 2.50621 2.43069 -1.93442 -0.4 -0.2 -0.5 0.099
H -1.16083 -6.45137 2.71806 -0.2 -0.5 -0.2 0.066
H -1.68222 0.69143 -0.97701 0.2 0.3 0.1 0.023
H 0.46878 3.58472 -0.67964 0.2 -0.8 0.5 0.097
H -3.57959 -1.79957 0.19827 -0.2 0.1 -0.4 0.090
H -2.48085 1.63197 1.26353 0.3 -0.3 -0.4 0.015
H -4.67606 -6.10126 1.35159 -0.6 -0.1 0.3 0.055
H 4.75181 1.48837 4.24353 -0.2 0.1 0.5 0.105
H 3.00266 -2.91794 -0.19003 0.1 0.0 -0.5 0.126
H -3.31753 3.40982 1.97994 -0.4 1.0 0.6 0.112
H 1.44915 -4.51730 -1.92354 0.4 0.1 0.3 0.075
H -2.37384 -0.06572 -2.21591 0.0 -0.1 -0.2 0.063
H 4.62161 0.36913 2.03518 -0.3 -0.3 0.1 0.108
H 3.30343 -4.01563 3.10399 -0.1 0.0 0.3 0.081
H 4.26157 -1.08536 -1.08709 0.0 -0.4 0.1 0.107
H 0.02940 -2.87035 0.32735 -0.3 -0.3 0.0 0.119
H -2.06817 -2.27732 -0.61592 0.0 0.3 -0.4 0.069
H 2.11043 -1.73635 0.74650 -0.1 0.5 -0.3 0.125
```
Forces are in eV/Å.

Properties
- E_LUMO: 0.097 Ha
- Net charge: -1
- HOMO-LUMO gap: 8.87 eV
- Calculated total energy: -56284.0943 eV